# 1
# C11H15AsB2ClCrF6O2S3

A molecular structure, C11H15AsB2ClCrF6O2S3 (ωB97M-V with the def2-TZVPD basis set, OMol25).

Geometry as XYZ:
```
42
C11H15AsB2ClCrF6O2S3 | OMol25 | ωB97M-V with the def2-TZVPD basis set
F -0.59 2.56 -1.33
H 4.32 0.22 -0.69
C -2.33 -4.85 -2.35
S 1.11 -0.18 -0.90
B -2.97 0.78 3.01
H 1.69 0.93 4.59
H 1.79 3.15 1.13
H -2.34 -5.92 -2.55
H -1.32 -5.05 -0.47
H 2.79 1.31 -3.20
C 1.33 0.07 4.03
S -0.96 -2.41 0.57
F -3.50 2.05 2.89
B -1.31 1.91 -0.35
H 2.79 3.88 -0.18
C 1.14 0.44 2.55
F -1.89 0.77 3.88
H 0.40 -0.32 4.44
C -2.86 -2.60 -2.99
H 4.73 1.96 -0.55
Cl 2.59 -1.21 4.21
F -2.53 0.37 1.66
H 1.02 3.73 -0.38
C 2.54 2.18 -2.60
O 2.01 1.17 2.03
H -3.33 -4.32 -4.19
Cr -1.03 -0.06 0.34
H 3.33 2.93 -2.64
F -3.93 -0.15 3.41
As 2.26 1.60 -0.77
O 0.09 -0.02 2.06
C -2.29 -2.11 -1.81
C 1.90 3.29 0.06
H -3.29 -1.90 -3.69
C -1.72 -3.00 -0.90
C -1.76 -4.37 -1.19
H 1.60 2.61 -2.96
C 4.05 1.17 -0.23
F -2.38 2.66 -0.04
C -2.88 -3.96 -3.27
S -2.34 -0.38 -1.49
H 4.05 1.07 0.86
```

Its charge is -2. As for the multiplicity: 2. The value obtained for the HOMO energy (alpha / beta) is -1.52 / -1.41 eV. As for the energy relative to the best compared isomer or geometry (same formula, charge and spin): 8.5 kcal per mole. The value obtained for the molar mass is 573.42 g mol⁻¹.



# 2
# H2

2 unconnected molecules or ions with the total composition H2 (ωB97M-V with the def2-TZVPD basis set, OMol25).

Geometry as XYZ:
```
2
H2 | OMol25 | ωB97M-V with the def2-TZVPD basis set
H 0.00 0.00 -0.84
H 0.00 0.00 0.84
```

Its charge is -1. As for the multiplicity: 2. The value obtained for the HOMO energy (alpha / beta) is 0.24 / -1.81 eV. As for the energy relative to the best compared isomer or geometry (same formula, charge and spin): 16.7 kcal per mole. The value obtained for the molar mass is 2.02 g mol⁻¹.



# 3
# C2H3N4S

2 unconnected molecules or ions with the total composition C2H3N4S in a non-equilibrium geometry (ωB97M-V with the def2-TZVPD basis set, OMol25).

Geometry as XYZ:
```
10
C2H3N4S | OMol25 | ωB97M-V with the def2-TZVPD basis set
N -0.46 -0.21 1.12
H 1.17 1.09 -1.28
C -0.60 -1.87 -0.30
H -0.74 -2.83 -0.70
N -0.95 -1.41 0.97
N 0.14 -0.96 -0.90
S -0.67 2.83 1.56
C 0.29 0.04 -0.04
N 1.06 1.18 -0.31
H 0.75 2.13 -0.12
```

Its charge is -1. The value obtained for the HOMO energy (alpha / beta) is -3.15 / -3.18 eV. As for the energy relative to the best compared isomer or geometry (same formula, charge and spin): 73.8 kcal per mole. The value obtained for the molar mass is 115.14 g mol⁻¹.



# 4
# C6H12ClN2

A gas-phase ion, C6H12ClN2 (charge +1) in a non-equilibrium geometry (ωB97M-V with the def2-TZVPD basis set, OMol25).

Geometry as XYZ:
```
21
C6H12ClN2 | OMol25 | ωB97M-V with the def2-TZVPD basis set
H -0.18 1.86 0.58
Cl 0.07 1.22 3.04
C -0.90 1.33 0.05
H -1.77 1.81 -0.13
H -0.11 -1.71 -1.61
C -1.21 -1.10 0.07
C 0.12 -1.39 -0.58
C -0.19 -0.09 1.86
H 0.81 -2.05 -0.06
H 2.02 1.24 0.28
C 1.67 0.21 0.28
H 0.48 1.85 -1.56
H -1.92 -0.97 -0.74
H -0.56 0.52 -2.11
N 0.82 -0.13 -0.87
H -1.52 -1.85 0.74
C -0.09 0.96 -1.20
H -0.22 -1.08 2.23
H 2.39 -0.54 0.63
H 1.43 -0.23 -1.73
N -1.15 0.12 0.83
```

Its charge is +1. The value obtained for the HOMO energy (alpha / beta) is -12.27 / -12.27 eV. As for the energy relative to the best compared isomer or geometry (same formula, charge and spin): 87.5 kcal per mole. The value obtained for the molar mass is 147.63 g mol⁻¹.



Copy entry 1 word for word.
# C11H15AsB2ClCrF6O2S3

A molecular structure, C11H15AsB2ClCrF6O2S3 (ωB97M-V with the def2-TZVPD basis set, OMol25).

Geometry as XYZ:
```
42
C11H15AsB2ClCrF6O2S3 | OMol25 | ωB97M-V with the def2-TZVPD basis set
F -0.59 2.56 -1.33
H 4.32 0.22 -0.69
C -2.33 -4.85 -2.35
S 1.11 -0.18 -0.90
B -2.97 0.78 3.01
H 1.69 0.93 4.59
H 1.79 3.15 1.13
H -2.34 -5.92 -2.55
H -1.32 -5.05 -0.47
H 2.79 1.31 -3.20
C 1.33 0.07 4.03
S -0.96 -2.41 0.57
F -3.50 2.05 2.89
B -1.31 1.91 -0.35
H 2.79 3.88 -0.18
C 1.14 0.44 2.55
F -1.89 0.77 3.88
H 0.40 -0.32 4.44
C -2.86 -2.60 -2.99
H 4.73 1.96 -0.55
Cl 2.59 -1.21 4.21
F -2.53 0.37 1.66
H 1.02 3.73 -0.38
C 2.54 2.18 -2.60
O 2.01 1.17 2.03
H -3.33 -4.32 -4.19
Cr -1.03 -0.06 0.34
H 3.33 2.93 -2.64
F -3.93 -0.15 3.41
As 2.26 1.60 -0.77
O 0.09 -0.02 2.06
C -2.29 -2.11 -1.81
C 1.90 3.29 0.06
H -3.29 -1.90 -3.69
C -1.72 -3.00 -0.90
C -1.76 -4.37 -1.19
H 1.60 2.61 -2.96
C 4.05 1.17 -0.23
F -2.38 2.66 -0.04
C -2.88 -3.96 -3.27
S -2.34 -0.38 -1.49
H 4.05 1.07 0.86
```

Its charge is -2. As for the multiplicity: 2. The value obtained for the HOMO energy (alpha / beta) is -1.52 / -1.41 eV. As for the energy relative to the best compared isomer or geometry (same formula, charge and spin): 8.5 kcal per mole. The value obtained for the molar mass is 573.42 g mol⁻¹.



Please write out number 2 again, unchanged.
# H2

2 unconnected molecules or ions with the total composition H2 (ωB97M-V with the def2-TZVPD basis set, OMol25).

Geometry as XYZ:
```
2
H2 | OMol25 | ωB97M-V with the def2-TZVPD basis set
H 0.00 0.00 -0.84
H 0.00 0.00 0.84
```

Its charge is -1. As for the multiplicity: 2. The value obtained for the HOMO energy (alpha / beta) is 0.24 / -1.81 eV. As for the energy relative to the best compared isomer or geometry (same formula, charge and spin): 16.7 kcal per mole. The value obtained for the molar mass is 2.02 g mol⁻¹.